[1]
Density functional theory data (ωB97M-V/def2-TZVPD) for a 2-piece molecular cluster, C5H6F3NO3 overall.

Each line ends with the Löwdin charge.
Atoms and positions in Å:
O 1.4702 -1.3102 2.3695  0.12
C 1.5548 -1.0375 1.2068  -0.50
O 2.7000 -0.9935 0.5390  0.13
C 0.3182 -0.6812 0.3567  -0.21
C -0.5860 0.3554 1.0695  -0.08
O -0.4744 1.5153 0.2417  0.00
C 0.2844 1.1753 -0.7937  -0.20
N 0.7405 -0.0036 -0.8579  0.08
H 2.5414 -0.6745 -0.3716  0.10
H -0.2073 -1.6110 0.1218  0.15
H -1.6350 0.0549 1.1128  0.13
H -0.2257 0.5845 2.0758  0.13
H 0.4613 1.9305 -1.5403  0.14
F -3.2400 -1.4480 -3.2828  0.13
C -2.3132 -0.7650 -2.6278  -0.52
F -2.6824 -0.6665 -1.3535  0.11
F -2.2482 0.4607 -3.1364  0.12
H -1.3296 -1.2635 -2.7036  0.16

**Structure (SMILES)**: O=C(O)[C@H]1COC=N1.FC(F)F

[2]
Density functional theory data (ωB97M-V/def2-TZVPD) for C5H6F3O10SV as an isolated structure.

Each line ends with the Löwdin charge.
Atoms and positions in Å:
V -1.2102 0.3118 -0.6840  0.88
C 2.7937 -2.2157 -0.9030  -0.66
F 3.8477 -2.5023 -1.6781  0.09
F 2.4016 -3.3552 -0.3075  0.09
F 3.2368 -1.4106 0.0627  0.10
S 1.3719 -1.4370 -1.9140  0.51
O 0.4224 -1.1099 -0.8475  -0.37
O 2.0296 -0.2992 -2.5169  -0.30
O 0.9727 -2.5179 -2.7840  -0.31
C -2.7899 -1.0345 -2.2017  -0.95
O -3.0077 -0.8808 -0.9118  -0.24
O -3.3457 -2.0473 -2.7729  -0.19
O -1.9181 -0.2580 -2.7158  -0.15
C -0.8301 2.8891 -0.6030  -0.98
O -1.9952 2.4152 -0.3092  -0.18
O -0.0201 2.0468 -1.1513  -0.18
O -0.4897 4.1139 -0.3810  -0.20
C -0.0758 1.7049 2.8195  -0.07
C 0.1159 0.2268 2.4396  -0.27
O -0.8906 -0.1259 1.4834  -0.14
H 0.8244 2.0078 3.3747  0.06
H -0.9286 1.8950 3.4678  0.06
H -0.0615 2.2613 1.8815  0.07
H 0.1728 -0.4682 3.2819  0.10
H 1.0486 0.1497 1.8808  0.11
H -1.6750 -0.3601 1.9897  0.11

**Total charge**: -3
**Multiplicity**: 4

Number 1: energy -21067.58316 eV, strongest force on any atom 1.084 eV/Å. Number 2: energy -70432.46279 eV, strongest force on any atom 2.861 eV/Å.